[1]
ORCA calculation (ωB97M-V/def2-TZVPD) on 2 unconnected molecules or ions with the total composition C2H4O2S2.

Calculated values
Orbital gap in eV: 8.242
Total charge: 0
Highest occupied orbital energy in Ha: -0.33144
Energy above the lowest of the compared OMol25 structures with the same formula, charge and spin in eV: 3.509

Each line ends with the natural charge from an NBO analysis.
Geometry (Å):
1 H -1.668 1.207 -0.851  0.25
2 O 2.355 1.621 0.703  -0.85
3 C -1.162 0.621 -0.081  -0.72
4 H -1.764 -1.780 0.098  0.03
5 H -0.400 1.062 0.559  0.26
6 H -1.843 -0.013 0.512  0.17
7 C -0.302 -0.411 -0.830  -0.27
8 S -0.711 -1.956 -0.584  0.30
9 O 2.845 -0.797 0.575  -0.84
10 S 2.650 0.445 -0.101  1.67

Atoms 1-2, force components in eV/Å:
H 0.221 0.538 0.545
O 0.155 -1.178 -0.762

---

[2]
ORCA calculation (ωB97M-V/def2-TZVPD) on a single C14H18N4S2 molecule.

Calculated values
Orbital gap in eV: 8.728
Total charge: 0
Highest occupied orbital energy in Ha: -0.30612
Energy above the lowest of the compared OMol25 structures with the same formula, charge and spin in eV: 0.000

Each line ends with the natural charge from an NBO analysis.
Geometry (Å):
1 C 0.397 -1.389 0.291  -0.20
2 H 2.130 -4.824 0.396  0.21
3 C -3.901 4.267 1.773  -0.24
4 C 1.833 -2.182 -2.476  0.29
5 C 0.018 0.844 1.275  -0.21
6 H -0.222 -1.261 2.122  0.19
7 C -2.671 4.123 2.596  -0.24
8 C 2.885 -4.188 -1.640  -0.28
9 H 0.818 1.492 -1.648  0.21
10 N 0.480 2.946 0.348  -0.57
11 H 1.051 -6.355 -2.257  0.21
12 H -2.700 3.633 3.419  0.20
13 N -1.578 3.295 1.815  -0.64
14 S 1.799 -2.787 -4.013  -0.23
15 H -2.090 5.089 2.489  0.25
16 C -4.000 3.740 0.566  -0.39
17 C 0.205 1.496 0.289  0.07
18 S -0.093 5.391 1.029  -0.13
19 H -5.160 3.794 -0.064  0.22
20 C 0.613 0.864 -0.900  -0.30
21 H -1.828 2.292 1.672  0.40
22 C 2.268 -5.199 -0.601  -0.24
23 C 0.763 -0.395 -0.978  0.20
24 H 2.959 -4.335 -2.754  0.28
25 C 0.018 -0.783 1.326  -0.16
26 H -3.068 3.228 0.079  0.22
27 H 3.880 -4.191 -1.125  0.20
28 H -0.175 1.174 2.515  0.23
29 H 0.560 -2.340 0.089  0.21
30 C -0.600 3.862 0.917  0.21
31 H 2.552 -2.373 -0.493  0.42
32 N 1.216 -0.877 -2.262  -0.60
33 H 0.788 3.394 -0.346  0.37
34 H 0.947 -6.741 -0.450  0.17
35 C 1.382 -6.097 -1.081  -0.32
36 H -4.700 4.563 2.460  0.22
37 H 0.935 -0.406 -2.982  0.39
38 N 2.288 -2.766 -1.398  -0.62

Atoms 1-2, force components in eV/Å:
C 2.019 4.544 -7.098
H 0.784 -0.383 0.633

---

[3]
ORCA calculation (ωB97M-V/def2-TZVPD) on 7 unconnected molecules or ions with the total composition C27H38O15S4.

Calculated values
Spin multiplicity: 2
Orbital gap (alpha / beta) in eV: 5.572 / 1.422
Total charge: +1
Highest occupied orbital energy (alpha / beta) in Ha: -0.38039 / -0.38039

Each line ends with the Mulliken spin population.
Geometry (Å):
1 H -1.237 -2.904 1.327  0.00
2 H 4.618 -1.717 1.417  0.00
3 C -5.917 3.100 -2.272  0.26
4 H 2.549 -1.944 5.688  0.00
5 O 0.602 0.356 -3.962  0.00
6 C 0.212 1.346 0.504  0.00
7 H -1.632 -4.900 0.095  0.00
8 H 0.641 1.434 -0.494  0.00
9 H -3.884 7.330 -3.345  0.00
10 H 7.624 -4.429 2.988  0.00
11 H -1.353 2.399 1.623  0.00
12 C 6.458 -5.052 1.248  0.00
13 O -1.216 6.055 -3.472  0.00
14 C 5.175 -2.643 1.421  0.00
15 C 0.311 -0.961 -4.020  0.00
16 C -0.703 -1.030 -2.889  0.00
17 H -0.369 0.423 0.479  0.00
18 H 0.003 -1.350 -4.991  0.00
19 O -0.411 -4.640 4.504  0.00
20 H 4.007 -3.491 -0.183  0.00
21 C 6.211 -2.989 2.306  0.00
22 C -6.239 2.183 0.366  0.23
23 H -1.373 -1.886 -2.973  0.00
24 H -5.167 5.531 -2.224  0.00
25 H -1.516 2.492 -0.129  0.00
26 H -3.943 2.561 -2.089  0.12
27 H 5.149 -5.415 -0.521  0.00
28 C -7.297 2.823 -0.357  0.26
29 O 1.921 -4.135 3.335  0.00
30 S 2.640 0.837 1.336  0.00
31 C -0.468 -3.220 0.637  0.00
32 H 2.766 2.900 0.070  0.00
33 O -1.411 1.394 -5.198  0.00
34 H -4.620 5.973 -0.729  0.00
35 H -0.202 -1.143 -1.928  0.00
36 H -7.994 3.739 -2.134  0.01
37 H -8.274 3.022 0.057  0.00
38 C -5.042 1.996 -0.281  -0.01
39 C 6.844 -4.219 2.271  0.00
40 H 2.321 -2.103 2.881  0.00
41 H -0.231 3.387 0.658  0.00
42 C 0.243 -4.817 -0.983  0.00
43 C 2.516 -2.837 3.663  0.00
44 C -0.796 2.455 0.688  0.00
45 S 1.034 -4.812 4.603  0.00
46 H 0.828 -1.488 0.722  0.00
47 O -0.946 5.602 -0.914  0.00
48 C -4.894 2.421 -1.597  0.14
49 H 6.445 -2.283 3.089  0.00
50 H 6.874 -6.035 1.083  0.00
51 H -0.007 -5.791 -1.378  0.00
52 C 4.873 -3.601 0.453  0.00
53 S -1.787 5.970 -2.100  0.00
54 H -6.284 1.873 1.400  0.00
55 C 1.884 -2.476 5.008  0.00
56 H 4.267 2.832 1.049  0.00
57 O 1.722 -3.702 5.632  0.00
58 H 1.252 -1.416 -3.713  0.00
59 O 1.057 1.170 1.627  0.00
60 O -2.599 7.379 -1.755  0.00
61 H -4.128 1.626 0.160  0.00
62 C -7.151 3.270 -1.648  -0.02
63 O 1.549 -6.105 4.941  0.00
64 H 2.440 -2.392 -0.834  0.00
65 H -5.778 3.427 -3.292  0.00
66 C 0.590 -2.444 0.279  0.00
67 C -4.275 5.955 -1.762  0.00
68 C 3.184 2.705 1.058  0.00
69 C 1.396 -4.098 -1.256  0.00
70 H 2.789 3.358 1.836  0.00
71 O -1.518 0.144 -2.873  0.00
72 O -0.575 2.536 -3.086  0.00
73 C 5.493 -4.770 0.275  0.00
74 H 2.043 -4.511 -2.015  0.00
75 H 0.910 -1.993 4.924  0.00
76 O -3.191 5.138 -2.017  0.01
77 O 3.210 0.204 2.521  0.00
78 O 2.707 0.206 0.015  0.00
79 C -0.685 -4.397 -0.028  0.00
80 C -3.891 7.295 -2.256  0.00
81 H 3.587 -3.017 3.757  0.00
82 C 1.508 -2.892 -0.615  0.00
83 H -4.659 7.924 -1.805  0.00
84 S -0.789 1.278 -3.876  0.00

Atoms 1-2, force components in eV/Å:
H 0.178 0.274 0.302
H 0.167 0.084 0.377

---

[4]
ORCA calculation (ωB97M-V/def2-TZVPD) on 2 unconnected molecules or ions with the total composition ClNO2S.

Calculated values
Orbital gap (alpha / beta) in eV: 6.466 / 6.466
Total charge: 0
Highest occupied orbital energy (alpha / beta) in Ha: -0.35451 / -0.35449
Energy above the lowest of the compared OMol25 structures with the same formula, charge and spin in eV: 1.871

Each line ends with the natural charge from an NBO analysis.
Geometry (Å):
1 O -0.172 0.853 -1.391  -0.27
2 O -0.783 0.679 0.710  -0.25
3 Cl 1.217 -1.998 2.027  -0.10
4 N -0.230 0.378 -0.295  0.55
5 S 1.450 -1.712 0.076  0.06

Atoms 1-2, force components in eV/Å:
O -0.086 -0.761 1.274
O 0.399 -0.406 -0.748

---

[5]
ORCA calculation (ωB97M-V/def2-TZVPD) on a molecular structure, C19H48CaO11V.

Calculated values
Spin multiplicity: 2
Orbital gap (alpha / beta) in eV: 3.589 / 5.377
Total charge: 0
Highest occupied orbital energy (alpha / beta) in Ha: -0.20194 / -0.26776

Each line ends with the Mulliken spin population.
Geometry (Å):
1 O -1.817 -30.610 -24.756  -0.01
2 O -5.465 -31.434 -28.659  0.00
3 H -3.783 -29.505 -31.721  0.00
4 H -3.457 -31.998 -28.733  0.00
5 C -1.177 -31.840 -31.135  0.00
6 H -3.710 -28.343 -22.888  0.00
7 H 0.743 -29.899 -29.847  0.00
8 C -1.538 -31.407 -33.591  0.00
9 O -2.108 -29.821 -32.024  0.00
10 H 0.793 -28.484 -28.123  0.01
11 H -2.303 -23.707 -26.868  0.00
12 H -1.515 -30.672 -34.396  0.00
13 H -2.529 -31.845 -33.471  0.00
14 H -2.846 -25.665 -22.819  0.00
15 C -1.140 -30.837 -32.275  0.00
16 O -0.793 -29.112 -27.849  -0.03
17 H -2.193 -32.197 -30.968  0.00
18 H -2.293 -26.060 -24.377  0.00
19 H -2.018 -29.719 -31.074  0.00
20 H 3.026 -27.957 -29.646  0.00
21 H -5.920 -30.192 -34.457  0.00
22 H 2.137 -29.840 -30.908  0.00
23 H -1.253 -26.358 -28.795  0.00
24 H -6.204 -31.759 -28.139  0.00
25 H -5.256 -26.197 -23.263  0.00
26 O -0.254 -28.426 -24.990  -0.02
27 H -0.466 -32.635 -31.360  0.00
28 C -4.418 -32.832 -27.065  0.00
29 C 1.789 -29.597 -29.904  0.00
30 C -1.095 -24.512 -28.369  0.00
31 C -1.945 -29.451 -28.288  0.01
32 H -3.677 -33.624 -26.954  0.00
33 H -5.590 -34.137 -29.320  0.00
34 H 0.137 -27.800 -30.631  0.00
35 H -4.281 -32.034 -26.335  0.00
36 H -0.851 -24.225 -29.392  0.00
37 C -2.500 -26.515 -23.408  0.00
38 H -7.817 -29.970 -32.684  0.00
39 H -0.844 -31.480 -30.161  0.00
40 H -0.032 -25.031 -26.536  0.00
41 C 1.962 -28.167 -29.537  0.00
42 O -2.833 -29.615 -27.469  0.04
43 C -3.592 -27.592 -23.668  0.00
44 O -4.639 -29.781 -31.384  0.00
45 H 0.968 -25.387 -27.965  0.00
46 C -1.908 -23.396 -27.836  0.00
47 O -2.322 -29.368 -29.419  0.02
48 H 2.235 -30.359 -29.265  0.00
49 H -3.908 -28.486 -25.343  0.00
50 H -5.040 -31.333 -33.533  0.00
51 O -1.861 -25.649 -28.573  0.00
52 C 0.178 -24.749 -27.568  0.00
53 H -2.737 -23.201 -28.516  0.00
54 C -5.231 -30.263 -33.616  0.00
55 O -3.139 -28.284 -24.804  0.00
56 H -0.936 -32.248 -33.934  0.00
57 C -7.024 -30.122 -31.951  0.00
58 H 1.654 -27.084 -31.236  0.00
59 C 1.060 -27.296 -30.346  0.00
60 H -5.735 -27.716 -24.153  0.00
61 O 1.688 -28.142 -28.183  -0.01
62 H 0.984 -26.288 -29.937  0.00
63 C -4.447 -32.405 -28.531  0.00
64 H -7.340 -29.657 -31.018  0.00
65 H -5.030 -33.051 -30.460  0.00
66 Ca -4.589 -29.317 -28.927  0.00
67 H -4.889 -26.351 -24.899  0.00
68 C -4.971 -26.954 -23.994  0.00
69 H -0.194 -30.316 -32.421  0.00
70 C -5.674 -29.489 -32.346  0.00
71 H -3.880 -34.173 -29.653  0.00
72 H 0.775 -23.840 -27.501  0.00
73 V -1.257 -29.480 -25.696  1.00
74 C -4.726 -33.501 -29.515  0.00
75 H -5.760 -28.449 -32.662  0.00
76 H -5.357 -33.289 -26.755  0.00
77 H -4.238 -29.930 -33.916  0.00
78 H -1.612 -26.932 -22.934  0.00
79 H -1.244 -22.545 -27.690  0.00
80 H -6.747 -31.145 -31.696  0.00

Atoms 1-2, force components in eV/Å:
O -0.984 -3.027 1.396
O -0.745 1.588 -0.269

---

[6]
ORCA calculation (ωB97M-V/def2-TZVPD) on 2 unconnected molecules or ions with the total composition C6H8N4O2.

Calculated values
Orbital gap (alpha / beta) in eV: 6.963 / 6.957
Total charge: 0
Highest occupied orbital energy (alpha / beta) in Ha: -0.30426 / -0.30422
Energy above the lowest of the compared OMol25 structures with the same formula, charge and spin in eV: 8.470

Each line ends with the natural charge from an NBO analysis.
Geometry (Å):
1 C -0.052 0.555 -0.586  0.11
2 H 2.828 -0.379 -1.913  0.22
3 N -3.176 -1.390 0.815  -0.42
4 H -1.654 -1.702 -0.424  0.38
5 C 1.787 1.251 0.981  -0.22
6 N -1.925 -1.407 0.451  -0.20
7 O -3.373 1.012 -0.133  -0.51
8 H -3.832 -1.708 0.114  0.39
9 N -1.414 0.409 -0.774  -0.32
10 C 2.270 0.102 -1.087  -0.20
11 O -1.811 2.503 -0.670  -0.47
12 H 0.701 -0.332 -2.322  0.20
13 C 0.427 1.170 0.627  -0.18
14 H -0.377 1.410 1.416  0.21
15 H -3.364 -0.757 1.537  0.42
16 H 3.656 0.566 0.492  0.21
17 C 0.911 0.101 -1.427  -0.23
18 N -2.219 1.323 -0.477  0.59
19 C 2.713 0.751 0.086  -0.22
20 H 2.071 1.831 1.822  0.22

Atoms 1-2, force components in eV/Å:
C 0.980 2.192 2.780
H 0.587 0.465 1.210